No. 1
The following is a quantum chemistry calculation of a molecular structure, C31H44BrCoN3OP2 in a non-equilibrium geometry, from the Open Molecules 2025 dataset.

```
! wB97M-V def2-TZVPD RIJCOSX def2/J DEFGRID3
* xyz 2 4
C 4.643 -3.321 -1.303
C 4.297 -2.767 -2.556
C 5.011 -3.174 -3.698
C 6.020 -4.126 -3.517
N 6.325 -4.656 -2.337
C 5.657 -4.275 -1.255
C 3.243 -1.791 -2.549
C 2.772 -0.966 -1.591
C 2.760 -0.265 -0.368
C 1.539 -0.287 0.352
C 1.149 0.846 1.040
C 1.980 1.980 1.066
C 3.316 1.875 0.626
C 3.723 0.752 -0.082
Co 1.840 -0.787 -3.097
P -2.257 -0.707 0.615
H 4.807 -2.771 -4.684
H 4.124 -3.044 -0.389
H 6.601 -4.470 -4.368
H 5.929 -4.724 -0.303
H 4.744 0.686 -0.474
H 0.861 -1.135 0.253
H 4.020 2.689 0.797
H 0.208 0.844 1.580
C -3.577 0.603 0.655
C -4.730 0.526 -0.341
H -3.021 1.544 0.511
H -3.961 0.619 1.687
H -5.483 1.276 -0.067
H -4.410 0.759 -1.365
H -5.232 -0.449 -0.338
C -2.219 -1.268 -1.144
C -1.721 -2.683 -1.399
H -1.522 -0.569 -1.637
H -3.209 -1.100 -1.594
H -1.661 -2.836 -2.483
H -0.711 -2.821 -0.992
H -2.387 -3.448 -0.983
C -3.080 -2.115 1.490
C -4.456 -2.569 1.012
H -3.135 -1.804 2.546
H -2.366 -2.951 1.444
H -4.697 -3.532 1.483
H -5.245 -1.869 1.306
H -4.508 -2.725 -0.073
Br 1.361 3.580 1.718
P 0.138 2.457 -3.387
C -1.422 1.478 -3.232
C -2.648 2.230 -3.757
H -1.562 1.251 -2.166
H -1.291 0.527 -3.765
H -3.507 1.548 -3.796
H -2.918 3.072 -3.105
H -2.480 2.622 -4.767
C -0.043 3.424 -1.803
C 0.314 4.904 -1.916
H 0.591 2.942 -1.047
H -1.088 3.327 -1.475
H 0.061 5.396 -0.968
H 1.387 5.045 -2.096
H -0.248 5.398 -2.720
C 1.570 1.330 -2.997
C 2.414 1.189 -4.269
H 0.831 0.475 -2.652
H 2.124 1.762 -2.154
H 3.472 0.938 -4.111
H 1.990 0.524 -5.047
H 2.418 2.190 -4.720
N -1.991 -0.158 8.363
C -0.766 -0.234 7.750
O 0.234 -0.640 8.346
C -0.725 0.139 6.299
C -1.868 0.289 5.503
C -1.718 0.571 4.138
N -0.522 0.689 3.558
C 0.578 0.577 4.309
C 0.522 0.293 5.680
H -1.993 -0.317 9.366
H -2.737 0.405 7.995
H -2.871 0.183 5.901
H -2.594 0.692 3.494
H 1.549 0.722 3.826
H 1.452 0.181 6.228
*
```

Computed properties:
Kohn-Sham gap (spin up / spin down): 7.281 / 4.407 eV
<S²>: 3.7893
Relative energy (zero: lowest compared OMol25 entry of this formula, charge and spin): 87.4 kcal per mole

The molecule's Löwdin atomic charges, reported in e, are given here: C 0.000; C -0.234; C 0.003; C -0.112; N 0.082; C -0.114; C -0.079; C -0.141; C -0.237; C -0.028; C -0.155; C -0.727; C -0.090; C 0.012; Co 0.674; P 1.200; H 0.114; H 0.116; H 0.118; H 0.118; H 0.140; H 0.102; H 0.119; H 0.039; C -0.357; C -0.115; H 0.086; H 0.081; H 0.103; H 0.068; H 0.065; C -0.378; C -0.124; H 0.035; H 0.096; H 0.090; H 0.072; H 0.077; C -0.364; C -0.112; H 0.083; H 0.089; H 0.102; H 0.081; H 0.077; Br 0.879; P 1.016; C -0.467; C -0.142; H 0.036; H 0.075; H 0.072; H 0.077; H 0.079; C -0.421; C -0.154; H 0.026; H 0.072; H 0.069; H 0.077; H 0.076; C -0.452; C -0.158; H 0.058; H 0.094; H 0.095; H 0.101; H 0.088; N 0.170; C -0.468; O 0.073; C -0.111; C 0.004; C -0.142; N 0.026; C -0.109; C 0.035; H 0.127; H 0.092; H 0.110; H 0.082; H 0.111; H 0.130

=====

No. 2
The following is a quantum chemistry calculation of a molecular structure, C31H44BrN3P2V in a non-equilibrium geometry, from the Open Molecules 2025 dataset.

```
! wB97M-V def2-TZVPD RIJCOSX def2/J DEFGRID3
* xyz 2 4
N 6.328 -2.127 -5.639
C 5.963 -3.153 -4.876
C 5.157 -2.996 -3.754
C 4.721 -1.703 -3.368
C 5.074 -0.622 -4.228
C 5.897 -0.903 -5.336
C 3.847 -1.619 -2.207
V 1.144 -0.573 -0.029
P -4.711 1.023 0.393
C 2.969 -0.591 -1.851
C 1.568 -0.922 -2.024
C 0.547 0.099 -2.045
C -0.810 -0.289 -2.269
C -1.139 -1.629 -2.215
C -0.225 -2.523 -1.599
C 1.146 -2.214 -1.554
Br -2.712 -2.319 -2.854
H 3.755 -2.589 -1.697
H 3.309 0.462 -1.825
H 4.851 -3.884 -3.213
H 4.722 0.400 -4.064
H 6.329 -4.130 -5.163
H 6.215 -0.091 -5.998
H 0.879 1.123 -2.108
H 1.897 -2.993 -1.389
H -1.543 0.438 -2.610
H -0.550 -3.539 -1.350
P 0.828 1.497 1.252
C -4.935 -0.493 -0.549
C -6.294 -0.492 -1.239
H -4.851 -1.326 0.168
H -4.087 -0.575 -1.250
H -6.505 -1.482 -1.639
H -7.074 -0.229 -0.525
H -6.338 0.215 -2.068
C -3.836 2.227 -0.618
C -4.696 3.499 -0.658
H -3.718 1.785 -1.618
H -2.838 2.415 -0.204
H -4.344 4.181 -1.436
H -5.743 3.247 -0.862
H -4.673 4.026 0.303
C -3.833 0.672 1.929
C -4.914 0.634 3.025
H -3.072 1.446 2.110
H -3.334 -0.289 1.787
H -4.490 0.872 4.003
H -5.712 1.360 2.806
H -5.379 -0.357 3.072
C 0.713 1.761 3.070
C 1.665 2.766 3.712
H 0.820 0.772 3.532
H -0.329 2.065 3.239
H 2.630 2.321 3.967
H 1.853 3.649 3.095
H 1.229 3.126 4.649
C -0.221 2.821 0.579
C 0.319 3.507 -0.664
H -0.400 3.538 1.395
H -1.178 2.327 0.360
H 1.337 3.885 -0.523
H 0.320 2.835 -1.528
H -0.321 4.360 -0.914
C 2.591 1.881 0.861
C 3.529 0.797 1.378
H 2.802 2.846 1.344
H 2.702 1.994 -0.230
H 4.560 1.061 1.108
H 3.513 0.710 2.471
H 3.326 -0.200 0.945
N -2.307 -5.168 2.561
C -1.466 -4.354 2.630
C -0.409 -3.374 2.730
C 0.423 -3.351 3.857
C 1.406 -2.380 3.958
C 1.599 -1.537 2.868
N 0.873 -1.643 1.729
C -0.191 -2.473 1.688
H 0.288 -4.101 4.637
H 2.024 -2.254 4.851
H 2.342 -0.745 2.921
H -0.833 -2.413 0.814
*
```

Computed properties:
Kohn-Sham gap (spin up / spin down): 3.904 / 3.830 eV
<S²>: 3.7954
Relative energy (zero: lowest compared OMol25 entry of this formula, charge and spin): 23.5 kcal per mole

The molecule's Löwdin atomic charges, reported in e, are given here: N 0.100; C -0.098; C 0.011; C -0.184; C 0.028; C -0.097; C 0.048; V 0.718; P 0.936; C -0.085; C -0.332; C -0.111; C -0.041; C -0.708; C -0.089; C -0.105; Br 0.953; H 0.120; H 0.128; H 0.119; H 0.118; H 0.123; H 0.124; H 0.098; H 0.133; H 0.130; H 0.133; P 0.940; C -0.462; C -0.159; H 0.084; H -0.004; H 0.068; H 0.068; H 0.072; C -0.435; C -0.170; H 0.070; H 0.027; H 0.067; H 0.065; H 0.073; C -0.439; C -0.176; H 0.061; H 0.049; H 0.064; H 0.057; H 0.074; C -0.364; C -0.118; H 0.056; H 0.088; H 0.077; H 0.077; H 0.092; C -0.378; C -0.119; H 0.102; H 0.038; H 0.077; H 0.051; H 0.095; C -0.386; C -0.148; H 0.089; H 0.072; H 0.102; H 0.067; H 0.040; N 0.207; C -0.143; C -0.169; C 0.041; C 0.010; C -0.105; N -0.063; C -0.043; H 0.148; H 0.138; H 0.087; H 0.116

=====

No. 3
The following is a quantum chemistry calculation of a molecular structure, C31H44CeN4OP2 in a non-equilibrium geometry, from the Open Molecules 2025 dataset.

```
! wB97M-V def2-TZVPD RIJCOSX def2/J DEFGRID3
* xyz 2 1
Ce -0.089 0.807 2.793
C -2.078 1.920 -6.004
C -2.173 0.712 -5.432
C -1.361 -0.507 -5.736
C -0.020 -0.281 -6.457
C 0.930 0.597 -5.695
C 1.024 1.932 -5.711
C 0.212 2.898 -6.524
C -1.130 2.378 -7.072
C 1.947 0.785 3.788
H -2.793 2.704 -5.723
H -2.971 0.532 -4.702
H -1.952 -1.223 -6.333
H -1.153 -1.019 -4.781
H 0.467 -1.269 -6.516
H -0.189 0.039 -7.491
H 1.644 0.015 -5.100
H 1.818 2.420 -5.137
H 0.803 3.282 -7.374
H 0.006 3.775 -5.890
H -1.617 3.243 -7.555
H -0.960 1.642 -7.865
H 1.612 1.547 4.549
H 2.855 1.116 3.309
H 2.104 -0.090 4.439
P 1.569 -0.505 0.840
P -1.407 -0.762 0.781
N 2.668 0.830 0.297
N 2.895 -1.704 1.131
N -2.168 0.544 -0.236
N -2.905 -1.689 1.133
C 0.847 -1.077 -0.760
C -0.532 -1.740 -0.507
C 2.466 2.157 0.678
C 3.341 2.963 -0.031
C 4.116 2.115 -0.884
C 3.692 0.814 -0.659
C 3.742 -1.689 2.252
C 4.349 -2.939 2.392
C 3.867 -3.764 1.320
C 2.982 -2.989 0.574
C -2.332 1.845 0.255
C -2.822 2.644 -0.767
C -2.902 1.841 -1.943
C -2.479 0.566 -1.594
C -4.006 -2.044 0.339
C -4.772 -2.981 1.019
C -4.131 -3.214 2.286
C -3.006 -2.408 2.332
H 1.525 -1.737 -1.313
H 0.740 -0.186 -1.394
H -1.088 -1.927 -1.439
H -0.376 -2.728 -0.047
H 1.728 2.398 1.437
H 3.401 4.040 0.053
H 4.872 2.451 -1.583
H 4.019 -0.112 -1.107
H 3.780 -0.816 2.874
H 5.036 -3.223 3.169
H 4.132 -4.790 1.137
H 2.376 -3.252 -0.273
H -2.134 2.061 1.304
H -3.107 3.685 -0.673
H -3.246 2.170 -2.919
H -2.357 -0.321 -2.203
H -4.142 -1.598 -0.633
H -5.670 -3.469 0.669
H -4.454 -3.898 3.056
H -2.246 -2.249 3.080
C -1.334 0.849 6.516
C -0.211 -0.096 6.122
C 1.100 0.433 6.738
C -0.362 -1.555 6.507
O -0.260 -0.114 4.673
H -1.539 0.954 7.585
H -2.273 0.596 6.016
H -1.071 1.849 6.162
H 1.029 0.389 7.843
H 1.961 -0.163 6.440
H 1.288 1.471 6.469
H -1.211 -2.020 5.998
H 0.522 -2.075 6.130
H -0.435 -1.785 7.577
*
```

Computed properties:
Kohn-Sham gap (spin up / spin down): 3.167 / 4.734 eV
Relative energy (zero: lowest compared OMol25 entry of this formula, charge and spin): 16.7 kcal per mole

The molecule's Löwdin atomic charges, reported in e, are given here: Ce 1.150; C -0.100; C -0.127; C -0.198; C -0.205; C -0.117; C -0.110; C -0.188; C -0.201; C -0.178; H 0.104; H 0.084; H 0.123; H 0.093; H 0.113; H 0.104; H 0.094; H 0.098; H 0.124; H 0.113; H 0.117; H 0.103; H 0.064; H 0.050; H 0.055; P 1.032; P 0.994; N -0.232; N -0.222; N -0.225; N -0.248; C -0.333; C -0.328; C -0.176; C -0.049; C -0.037; C -0.092; C -0.124; C -0.040; C -0.043; C -0.125; C -0.171; C -0.042; C -0.030; C -0.112; C -0.105; C -0.042; C -0.054; C -0.150; H 0.092; H 0.104; H 0.101; H 0.102; H 0.061; H 0.113; H 0.117; H 0.120; H 0.080; H 0.108; H 0.109; H 0.092; H 0.062; H 0.117; H 0.107; H 0.105; H 0.104; H 0.112; H 0.108; H 0.087; C -0.014; C -0.630; C -0.029; C -0.015; O -0.398; H 0.111; H 0.096; H 0.086; H 0.124; H 0.086; H 0.079; H 0.091; H 0.094; H 0.110

=====

No. 4
The following is a quantum chemistry calculation of 12 unconnected molecules or ions with the total composition C31H44Cl15F15N2O12 in a non-equilibrium geometry, from the Open Molecules 2025 dataset.

```
! wB97M-V def2-TZVPD RIJCOSX def2/J DEFGRID3
* xyz 0 1
C -16.253 2.959 1.575
C -14.799 3.373 1.530
O -14.169 3.325 0.274
C -13.690 2.156 -0.159
O -13.996 1.097 0.323
C -12.826 2.197 -1.459
F -13.455 1.467 -2.366
F -12.729 3.435 -1.943
F -11.625 1.692 -1.194
H -16.433 1.946 1.214
H -16.830 3.674 0.980
H -16.749 3.045 2.541
H -14.264 2.798 2.289
H -14.822 4.440 1.755
C -4.824 6.222 -4.793
C -6.282 6.276 -4.440
O -6.621 5.030 -3.826
C -7.474 5.001 -2.817
O -8.022 5.944 -2.323
C -7.633 3.550 -2.279
F -8.773 3.448 -1.609
F -7.592 2.690 -3.304
F -6.664 3.248 -1.410
H -4.372 7.132 -5.188
H -4.607 5.486 -5.569
H -4.256 5.982 -3.893
H -6.897 6.396 -5.333
H -6.501 7.114 -3.779
C -18.595 0.063 5.639
C -18.329 1.573 5.527
O -17.041 1.884 6.034
C -16.635 3.140 5.997
O -17.301 4.019 5.488
C -15.289 3.427 6.638
F -14.756 2.277 7.088
F -14.460 3.919 5.720
F -15.364 4.298 7.631
H -19.622 -0.119 5.327
H -18.572 -0.265 6.679
H -17.848 -0.506 5.089
H -19.013 2.157 6.147
H -18.463 1.881 4.492
C -9.303 7.162 1.426
C -10.242 7.551 0.302
O -11.374 8.318 0.726
C -11.237 9.583 1.103
O -10.183 10.110 1.336
C -12.596 10.285 1.171
F -12.881 10.656 2.416
F -12.600 11.387 0.415
F -13.582 9.467 0.786
H -8.745 8.017 1.804
H -8.570 6.485 0.984
H -9.716 6.618 2.275
H -10.648 6.683 -0.221
H -9.714 8.038 -0.520
C -11.753 -1.432 -0.850
C -12.294 -2.853 -0.692
O -11.337 -3.674 -0.016
C -11.236 -3.668 1.285
O -11.671 -2.818 2.026
C -10.446 -4.875 1.862
F -11.241 -5.594 2.646
F -10.024 -5.690 0.874
F -9.347 -4.479 2.518
H -10.803 -1.440 -1.385
H -11.661 -0.913 0.101
H -12.465 -0.854 -1.441
H -12.508 -3.279 -1.668
H -13.202 -2.830 -0.087
Cl -9.090 -1.184 3.709
C -7.919 -1.365 2.362
Cl -6.707 -0.122 2.416
Cl -8.813 -1.236 0.832
H -7.486 -2.359 2.372
Cl -7.096 4.266 1.735
C -5.334 4.027 1.871
Cl -4.534 5.324 0.976
Cl -4.960 2.404 1.220
H -5.170 3.990 2.941
Cl -7.743 2.132 7.491
C -7.368 1.623 5.821
Cl -5.964 2.453 5.250
Cl -8.764 1.903 4.769
H -7.155 0.562 5.904
Cl -12.151 8.853 4.921
C -13.180 7.409 4.627
Cl -13.562 7.130 2.916
Cl -14.632 7.483 5.664
H -12.615 6.576 5.032
Cl -12.044 1.136 8.793
C -11.460 -0.257 7.896
Cl -9.782 -0.686 8.332
Cl -11.581 0.118 6.155
H -12.051 -1.130 8.145
C -9.624 5.668 5.723
N -10.308 5.796 7.009
C -10.366 7.103 7.651
C -11.072 4.748 7.436
O -11.869 4.856 8.351
H -9.644 4.664 5.309
H -8.567 5.872 5.917
H -10.105 6.358 5.027
H -9.350 7.434 7.866
H -10.880 7.813 7.000
H -10.933 7.092 8.578
H -10.886 3.819 6.878
C -10.690 1.558 2.121
N -11.163 2.896 2.417
C -10.971 3.927 1.411
C -11.606 3.208 3.648
O -11.989 4.320 3.992
H -9.675 1.553 1.719
H -11.350 1.080 1.393
H -10.689 0.903 2.990
H -11.408 4.851 1.782
H -9.910 4.087 1.217
H -11.464 3.643 0.482
H -11.589 2.358 4.346
*
```

Computed properties:
Kohn-Sham gap: 9.080 eV
SMILES string: CCOC(=O)C(F)(F)F.CCOC(=O)C(F)(F)F.CCOC(=O)C(F)(F)F.CCOC(=O)C(F)(F)F.CCOC(=O)C(F)(F)F.ClC(Cl)Cl.ClC(Cl)Cl.ClC(Cl)Cl.ClC(Cl)Cl.ClC(Cl)Cl.CN(C)C=O.CN(C)C=O

Results of the Löwdin charge analysis, in e, for atoms 1 through 99: C -0.051; C -0.217; O 0.034; C -0.376; O 0.155; C -0.571; F 0.182; F 0.173; F 0.166; H 0.078; H 0.085; H 0.069; H 0.125; H 0.114; C -0.065; C -0.202; O 0.034; C -0.381; O 0.157; C -0.548; F 0.164; F 0.171; F 0.127; H 0.082; H 0.081; H 0.084; H 0.132; H 0.124; C -0.052; C -0.206; O 0.032; C -0.379; O 0.143; C -0.560; F 0.135; F 0.159; F 0.189; H 0.078; H 0.076; H 0.079; H 0.132; H 0.121; C -0.066; C -0.185; O -0.004; C -0.395; O 0.165; C -0.563; F 0.139; F 0.172; F 0.134; H 0.080; H 0.030; H 0.067; H 0.120; H 0.130; C -0.084; C -0.163; O 0.028; C -0.428; O 0.126; C -0.532; F 0.182; F 0.148; F 0.149; H 0.074; H 0.043; H 0.068; H 0.127; H 0.132; Cl 0.531; C -1.468; Cl 0.541; Cl 0.599; H 0.018; Cl 0.534; C -1.484; Cl 0.550; Cl 0.503; H -0.024; Cl 0.518; C -1.524; Cl 0.576; Cl 0.539; H 0.013; Cl 0.556; C -1.468; Cl 0.598; Cl 0.544; H -0.025; Cl 0.569; C -1.496; Cl 0.499; Cl 0.503; H 0.014; C -0.058; N -0.182; C -0.042; C -0.338